--- P ---
DFT (ωB97M-V/def2-TZVPD) results for a 2-piece molecular cluster, C2H4N2S3 overall.

Properties
LUMO level, eV: -0.55
SMILES: [H]/N=[N+](/[S-])S.C#CS
HOMO-LUMO gap, eV: 8.055
HOMO, eV: -8.605

Cartesian coordinates (Å):
S  2.699  1.163  -1.225
S  1.819  -0.998  0.431
S  -2.224  -1.029  -0.404
N  0.292  -0.135  -1.320
N  1.429  -0.089  -0.762
C  -1.920  0.656  1.953
C  -2.103  -0.062  1.017
H  0.094  0.700  -1.877
H  3.702  0.586  -0.486
H  -2.331  1.239  2.688
H  -1.458  -2.031  -0.013


--- Q ---
DFT (ωB97M-V/def2-TZVPD) results for a 2-piece molecular cluster, C2H4N2S3 overall.

Properties
LUMO level, eV: 0.16
HOMO-LUMO gap, eV: 8.698
HOMO, eV: -8.540

Cartesian coordinates (Å):
S  -1.789  2.287  -0.976
S  -0.237  3.731  -0.488
S  1.442  0.484  0.205
N  0.662  -2.303  0.729
N  -1.142  0.745  -0.768
C  -0.186  -1.942  -0.130
C  -0.098  0.133  -0.472
H  1.593  -0.865  0.584
H  -0.907  -2.506  -0.633
H  -0.145  3.564  0.942
H  0.807  -3.327  1.008


--- R ---
DFT (ωB97M-V/def2-TZVPD) results for one molecule with the formula C2H4N2S3.

Properties
LUMO level, eV: -0.24
SMILES: S=C1NCN(S)S1
HOMO-LUMO gap, eV: 8.034
HOMO, eV: -8.272

Cartesian coordinates (Å):
S  -0.214  0.990  -2.385
S  -1.911  -1.003  -0.931
S  2.822  0.726  -2.919
N  1.514  0.032  -0.711
N  -0.923  0.442  -0.967
C  0.408  0.334  0.111
C  1.458  0.585  -1.934
H  -2.183  -0.668  0.295
H  0.371  1.431  0.500
H  0.024  -0.212  0.949
H  1.970  -0.857  -0.595


Ranking the structures above from most stable to least stable yields R, Q, P.